Record 1
Molecular formula: C5H5F
Method: DFT, ωB97M-V with the def2-TZVPD basis set

The calculation puts the highest occupied orbital energy at -0.28428 Ha. The electronic energy is -7977.12167 eV. The net charge is 0. The calculation puts the energy above the lowest of the compared OMol25 structures with the same formula, charge and spin at 118.11 kcal per mole.

Geometry (Å):
C1 -0.2682 -0.6962 0.0279
C2 -0.0192 -1.9341 0.4083
C3 0.4957 1.6053 -0.0572
C4 -0.6211 0.5825 -0.1406
C5 0.1283 1.1400 1.3010
F1 -0.9094 1.7054 1.9797
H1 -0.1221 -2.1762 1.3985
H2 0.4303 -2.5629 -0.3027
H3 1.3758 1.2865 -0.3313
H4 0.2399 2.5063 -0.3930
H5 -1.5771 0.9469 -0.6040

=====

Record 2
Molecular formula: C5H5F2N2O2
Method: DFT, ωB97M-V with the def2-TZVPD basis set

The calculation puts the highest occupied orbital energy (alpha / beta) at -0.45953 / -0.59804 Ha. The electronic energy is -17762.21967 eV. As for the multiplicity: 3. The net charge is +1. Its expectation value of S² is 2.017. The calculation puts the energy above the lowest of the compared OMol25 structures with the same formula, charge and spin at 0.00 kcal per mole.

Geometry (Å):
C1 -0.6874 0.5083 0.2814
C2 -2.1374 0.6164 0.2576
C3 0.5388 1.4259 0.0000
C4 0.9397 -0.9844 -0.1435
C5 1.6134 0.3786 0.0764
N1 -1.4478 -1.5348 0.1717
N2 -0.4032 -0.7542 0.1137
O1 -2.8110 1.5919 0.1857
O2 -2.5266 -0.6937 0.1586
F1 2.2257 0.5416 1.1908
F2 2.4607 0.4634 -0.9648
H1 0.3216 1.8028 -0.9964
H2 0.6939 2.2338 0.5863
H3 1.2212 -1.4193 -1.1799
H4 1.4303 -1.7024 0.6413
H5 -1.4319 -2.4740 -0.3789

=====

Record 3
Molecular formula: C5H5F3N2O
Method: DFT, ωB97M-V with the def2-TZVPD basis set

The calculation puts the highest occupied orbital energy at -0.28788 Ha. The electronic energy is -18441.41084 eV. The net charge is 0. The calculation puts the energy above the lowest of the compared OMol25 structures with the same formula, charge and spin at 102.71 kcal per mole.

Geometry (Å):
C1 -0.8136 1.0803 -0.0519
N1 0.4526 0.3482 -0.0580
C2 0.5212 -0.9229 0.5227
C3 1.8500 -1.2546 0.6072
C4 2.6811 -0.3121 0.0648
C5 4.1695 -0.0583 0.0457
F1 4.6996 -0.0940 1.2880
F2 4.8016 -0.8947 -0.7494
F3 4.3917 1.1596 -0.4854
N2 1.5699 0.9907 -0.2844
O1 1.8050 2.0837 -0.6951
H1 -1.4111 0.8173 0.7677
H2 -0.6134 2.1769 0.0305
H3 -1.5521 0.9239 -0.9640
H4 -0.3300 -1.3239 0.9161
H5 2.2849 -2.1430 0.7631

=====

Record 4
Molecular formula: C5H5F4N2
Method: DFT, ωB97M-V with the def2-TZVPD basis set

The calculation puts the highest occupied orbital energy (alpha / beta) at -0.52417 / -0.52436 Ha. The electronic energy is -19104.08117 eV. The net charge is +1. The calculation puts the energy above the lowest of the compared OMol25 structures with the same formula, charge and spin at 107.23 kcal per mole.

Geometry (Å):
C1 -1.1600 -0.3176 -0.3078
C2 -0.1755 -0.6282 -1.3479
C3 0.3303 0.7320 1.1969
C4 -1.9013 0.5793 1.8527
C5 2.2906 -0.1834 -1.5505
N1 -0.7813 0.1307 0.8617
N2 0.9839 -0.2874 -0.9586
F1 1.1449 0.3411 2.0407
F2 3.1953 -0.7504 -0.7565
F3 2.6298 1.0294 -1.8028
F4 2.3479 -0.9191 -2.6497
H1 -2.2115 -0.4915 -0.5050
H2 -0.3098 -1.2330 -2.2181
H3 -1.5167 0.2169 2.7742
H4 -2.0685 1.6955 1.7494
H5 -2.7981 0.0858 1.6214